Record 1
9
Properties=species:S:1:pos:R:3 method="wB97M-V/def2-TZVPD" lumo_ha="-0.0050 / -0.0050" e_above_lowest_ev=3.394
Cl 0.464 0.748 -2.167
N 0.394 1.573 -0.645
N -0.181 -0.363 2.019
N 0.103 -1.245 -0.211
C -0.038 -0.566 0.809
H -0.024 -2.245 -0.127
H -0.257 2.337 -0.864
H -0.580 0.492 2.428
H 0.119 -0.732 -1.240



Record 2
9
Properties=species:S:1:pos:R:3 method="wB97M-V/def2-TZVPD" lumo_ha="-0.0510 / -0.0716" e_above_lowest_ev=4.818
Cl -2.842 -0.491 -0.143
N -1.953 0.922 -0.010
N 1.171 -0.802 -0.187
N -0.055 -0.469 0.031
C -0.687 0.783 0.484
H -0.954 -1.045 -0.310
H 1.359 -1.684 -0.636
H -0.715 0.707 1.604
H -0.010 1.560 0.166



Record 3
10
Properties=species:S:1:pos:R:3 method="wB97M-V/def2-TZVPD" lumo_ha=0.1445 total_charge=-1 e_above_lowest_ev=0.262 smiles="CN[P@](=O)([O-])Cl"
Cl -2.059 -0.872 -0.363
P -0.565 0.393 -1.267
O -0.993 1.737 -0.915
O -0.322 -0.098 -2.581
N 0.803 -0.124 -0.297
C 0.533 0.014 1.185
H 0.158 1.086 1.537
H 1.545 -0.282 1.612
H 1.107 -1.119 -0.567
H -0.207 -0.735 1.655



Record 4
9
Properties=species:S:1:pos:R:3 method="wB97M-V/def2-TZVPD" lumo_ha="-0.0603 / -0.0130" e_above_lowest_ev=3.281
I 2.332 3.214 -0.710
P 2.322 0.918 0.174
F 3.355 0.253 -0.864
N -1.432 -0.047 -0.576
C -1.448 -1.051 0.388
H -1.467 -1.992 -0.135
H -0.681 0.614 -0.336
H -0.589 -0.989 1.035
H -2.392 -0.920 1.025



Record 5
8
Properties=species:S:1:pos:R:3 method="wB97M-V/def2-TZVPD" lumo_ha=-0.6223 total_charge=+2 e_above_lowest_ev=3.037
In -2.877 -0.245 -0.813
F -2.718 -0.026 2.063
O -0.104 0.157 0.169
C 1.162 0.020 -0.491
H 0.060 0.087 1.133
H 1.744 -0.839 -0.145
H 1.006 -0.117 -1.560
H 1.727 0.962 -0.357



Record 6
7
Properties=species:S:1:pos:R:3 method="wB97M-V/def2-TZVPD" lumo_ha="0.0262 / -0.0217" e_above_lowest_ev=4.407
F -2.218 -0.527 -0.042
N 1.459 -0.389 -0.030
C -1.560 0.554 -0.036
H 0.771 -1.128 -0.142
H -1.075 0.704 0.828
H -1.906 1.283 -0.676
H 1.884 -0.376 0.895



Record 7
9
Properties=species:S:1:pos:R:3 method="wB97M-V/def2-TZVPD" lumo_ha="-0.2591 / -0.2237" total_charge=+1 e_above_lowest_ev=3.776
F 0.569 -1.729 0.188
O -2.444 -0.911 -0.086
N 1.906 -0.039 -0.229
N -1.606 0.085 0.044
C 0.718 -0.501 -0.144
H -1.743 0.662 -0.828
H 2.797 -0.459 0.188
H -2.176 -1.582 0.557
H 1.868 0.947 -0.335



Record 8
8
Properties=species:S:1:pos:R:3 method="wB97M-V/def2-TZVPD" lumo_ha=0.0287 e_above_lowest_ev=1.350 smiles=CNSF
S 2.628 -0.502 -0.387
F 2.945 0.878 0.534
N 1.131 -0.799 0.139
C 0.109 0.392 -0.103
H -0.020 0.382 -1.264
H 0.984 -1.041 1.043
H -0.825 0.057 0.496
H 0.620 1.254 0.211



Record 9
7
Properties=species:S:1:pos:R:3 method="wB97M-V/def2-TZVPD" lumo_ha="-0.2269 / -0.2603" s_squared=2.01 spin_multiplicity=3 total_charge=+1
Ni 1.128 -0.595 0.728
F 0.037 0.539 -0.205
C -1.459 0.235 -0.268
H -1.752 0.970 -1.023
H 2.131 0.227 -0.337
H -2.017 0.481 0.639
H -1.605 -0.778 -0.651



Record 10
8
Properties=species:S:1:pos:R:3 method="wB97M-V/def2-TZVPD" lumo_ha=0.0227 e_above_lowest_ev=2.710 smiles=C1OP1.F
P 0.406 -1.237 -0.209
F -2.979 -0.292 0.314
O -0.275 -0.258 0.921
C 0.714 0.511 0.122
H 1.447 -1.742 0.503
H 0.090 1.175 -0.520
H -2.377 -0.136 1.123
H 1.494 0.980 0.619



Record 11
8
Properties=species:S:1:pos:R:3 method="wB97M-V/def2-TZVPD" lumo_ha="-0.2207 / -0.2586" s_squared=8.76 spin_multiplicity=6 total_charge=+1
Fe 2.194 0.431 0.194
O 0.526 0.613 -0.876
O -0.723 0.335 -0.779
C -1.155 -0.246 0.465
H 2.982 0.005 -1.226
H -2.177 -0.585 0.281
H -1.140 0.544 1.227
H -0.507 -1.096 0.715



Record 12
10
Properties=species:S:1:pos:R:3 method="wB97M-V/def2-TZVPD" lumo_ha="-0.1239 / -0.1240" e_above_lowest_ev=5.060
I 2.749 0.311 1.503
I 2.711 -0.951 -2.423
I 3.029 2.805 -1.726
Si 1.865 0.825 -0.844
N -1.104 0.358 0.791
C -1.975 -0.686 0.365
H -0.838 0.117 1.802
H -1.185 -1.449 -0.062
H -2.662 -0.986 1.116
H -2.589 -0.345 -0.523



Record 13
8
Properties=species:S:1:pos:R:3 method="wB97M-V/def2-TZVPD" lumo_ha=-0.2041 total_charge=+1 e_above_lowest_ev=2.575
I 1.062 0.081 2.299
N -0.283 -1.109 -0.532
N 0.156 0.909 0.553
C -0.118 0.148 -0.473
H -0.382 1.242 -1.468
H -0.538 -1.609 -1.419
H 0.039 1.858 0.723
H 0.066 -1.519 0.315



Record 14
8
Properties=species:S:1:pos:R:3 method="wB97M-V/def2-TZVPD" lumo_ha="-0.2419 / -0.2685" total_charge=+1 e_above_lowest_ev=4.768
I -0.176 -0.834 -2.869
N -0.150 0.363 1.262
N 0.171 -0.402 -0.976
C -0.444 0.230 -0.026
H 2.017 -0.506 -0.771
H -1.361 0.679 -0.187
H 0.717 -0.103 1.564
H -0.775 0.573 2.003



Record 15
8
Properties=species:S:1:pos:R:3 method="wB97M-V/def2-TZVPD" lumo_ha=-0.1595 total_charge=+1 e_above_lowest_ev=0.230
I -0.511 -1.273 1.961
N 1.065 -0.380 -0.456
N -0.942 0.641 -0.046
C 0.029 -0.183 0.279
H -0.732 1.296 -0.725
H -1.524 0.885 0.748
H 1.664 -1.193 -0.501
H 0.951 0.208 -1.259



Record 16
9
Properties=species:S:1:pos:R:3 method="wB97M-V/def2-TZVPD" lumo_ha="-0.0297 / 0.0127" e_above_lowest_ev=2.925
I -1.015 -0.477 -2.143
N 0.146 1.421 0.401
N -1.080 0.738 2.234
N -0.558 0.791 1.234
C -0.081 -1.504 -0.582
H 0.838 -1.941 -0.828
H 0.448 0.922 -0.406
H -0.663 -2.201 -0.040
H 0.243 2.551 0.437



Record 17
9
Properties=species:S:1:pos:R:3 method="wB97M-V/def2-TZVPD" lumo_ha=-0.0289 e_above_lowest_ev=1.926 smiles="C[S@@](=N)(=O)I"
I -2.102 1.885 -1.398
S -0.238 1.331 -0.132
O 1.105 2.213 -0.603
N -0.688 1.173 1.303
C 0.099 -0.334 -0.624
H 0.871 -0.340 -1.430
H 0.608 -0.622 0.258
H -1.107 1.871 1.762
H -0.840 -0.881 -0.563



Record 18
9
Properties=species:S:1:pos:R:3 method="wB97M-V/def2-TZVPD" lumo_ha=-0.0774 e_above_lowest_ev=1.638
I -2.816 -0.026 1.229
P 0.781 2.079 1.402
P 0.445 -0.878 0.658
N 0.929 0.617 0.829
C 0.248 -1.033 -1.179
H 1.192 -1.558 -1.483
H 0.425 0.018 -1.683
H -0.657 -1.491 -1.669
H -0.546 2.271 1.898



Record 19
9
Properties=species:S:1:pos:R:3 method="wB97M-V/def2-TZVPD" lumo_ha="-0.0316 / -0.0327" e_above_lowest_ev=5.520
I 1.649 0.142 -0.737
S -1.594 -0.517 -0.580
P -0.523 0.536 -2.168
O -3.166 -0.497 -1.227
C 1.535 0.293 1.388
H -2.879 -1.019 -2.019
H 0.807 -0.280 1.905
H 1.525 1.274 1.797
H 2.646 0.068 1.642



Record 20
8
Properties=species:S:1:pos:R:3 method="wB97M-V/def2-TZVPD" lumo_ha=-0.0297 e_above_lowest_ev=1.299 smiles=CSPI
I -1.639 -2.227 0.705
S 0.063 0.653 -1.160
P 0.326 -1.803 -0.616
C 0.349 1.223 0.506
H 1.442 1.340 0.619
H -0.075 2.195 0.617
H 0.013 0.489 1.117
H -0.479 -1.869 -1.788



| no. | energy (eV) |
| --- | --- |
| 1 | -18090.1650 |
| 2 | -18088.7407 |
| 3 | -28502.7275 |
| 4 | -22696.7726 |
| 5 | -11012.3206 |
| 6 | -5304.7044 |
| 7 | -8834.5107 |
| 8 | -16143.2965 |
| 9 | -44850.8160 |
| 10 | -15153.9114 |
| 11 | -39569.7498 |
| 12 | -34769.4869 |
| 13 | -12173.3506 |
| 14 | -12171.1570 |
| 15 | -12175.6957 |
| 16 | -13667.2096 |
| 17 | -23572.1883 |
| 18 | -29268.3087 |
| 19 | -31370.2295 |
| 20 | -29325.9385 |